Entry 1:
Below is C4H26BO21 as an isolated structure in a non-equilibrium geometry, with properties calculated with ωB97M-V with the def2-TZVPD basis set.

Computed properties:
**Relative energy (zero: lowest compared OMol25 entry of this formula, charge and spin)**: 116.3 kcal/mol
**E**: -1773.1189 a.u.
**Spin multiplicity**: 1
**Orbital gap**: 9.5 eV
**Net charge**: -1
**Lowest unoccupied orbital energy**: 1.80 eV

Last column: Löwdin charge in e.
Cartesian coordinates (Å):
O  -1.8077  1.8165  0.9983  0.132
C  -1.2147  1.0305  0.3103  -0.482
O  -1.1137  -0.1465  0.5643  0.363
B  0.0623  -0.6255  -0.0637  -0.855
O  0.6933  0.5315  -0.7107  0.317
C  -0.0757  1.5265  -0.4487  -0.380
O  0.2733  2.6205  -0.8137  0.096
O  -0.2837  -1.7965  -0.8857  0.313
C  0.4973  -2.7215  -0.5277  -0.404
O  0.6033  -3.7545  -1.1437  0.138
C  1.2703  -2.2985  0.5973  -0.372
O  0.9643  -1.1525  0.9793  0.323
O  2.2213  -2.9055  1.1553  0.103
O  -1.7987  -3.0475  -3.2297  0.053
H  -2.2247  -2.6005  -2.5617  -0.008
H  -0.9417  -2.9815  -3.1597  -0.070
O  -2.6977  4.4295  1.6513  -0.072
H  -2.9317  4.3815  2.6633  0.103
H  -2.4987  3.5935  1.3683  -0.082
O  3.3013  1.4245  -2.0797  -0.132
H  3.8473  2.0685  -2.5737  0.016
H  2.3873  2.0135  -2.2847  0.093
O  0.9153  3.3965  -3.1687  -0.062
H  0.4303  3.6305  -2.3857  0.028
H  1.6753  4.0275  -3.1147  0.100
O  3.5533  -1.2525  2.8853  -0.172
H  2.9543  -1.8465  2.2153  0.041
H  3.3473  -1.8315  3.6743  0.035
O  -2.1997  0.3465  -2.4157  -0.077
H  -1.5167  0.5385  -3.0997  0.002
H  -2.6617  1.1895  -2.0557  0.098
O  1.5693  -5.8625  1.0803  -0.060
H  0.6783  -5.7405  1.0173  -0.038
H  1.8803  -5.0735  0.4973  0.062
O  -1.2567  -0.8925  3.6173  0.002
H  -0.6047  -0.3465  3.2633  -0.032
H  -2.0997  -0.5855  3.4973  -0.048
O  -0.0477  1.7025  3.3653  -0.033
H  -0.4867  2.1255  4.0603  0.004
H  -0.0257  2.3895  2.6183  0.059
O  0.4523  4.1345  1.4103  -0.150
H  0.1063  5.1555  1.4063  0.128
H  0.2933  3.6485  0.5443  0.003
O  0.7543  -6.1345  -2.4767  -0.183
H  0.4373  -5.3465  -1.8187  0.054
H  1.6593  -6.3625  -2.0567  0.055
O  -3.3407  1.0805  3.3743  -0.090
H  -2.6797  1.4035  4.0903  0.082
H  -2.7267  1.2195  2.6413  -0.017
O  -0.1877  1.1525  -4.0547  -0.075
H  0.1683  1.9715  -3.6727  -0.012
H  0.4283  0.7555  -4.7417  0.102

Forces on atoms 1 to 6 (eV/Å):
O -2.3060 1.4390 0.2111
C -0.5631 5.6369 2.0687
O -0.8742 -5.3322 0.6312
B 0.4979 -0.8870 -0.0027
O 0.1204 -2.1661 0.0217
C 2.3431 0.3872 -3.0235


Entry 2:
Below is a 10-piece molecular cluster, C4H26NO10 overall in a non-equilibrium geometry, with properties calculated with ωB97M-V with the def2-TZVPD basis set.

Computed properties:
**Relative energy (zero: lowest compared OMol25 entry of this formula, charge and spin)**: 23.6 kcal/mol
**E**: -975.1976 a.u.
**Spin multiplicity**: 1
**Orbital gap**: 9.4 eV
**Net charge**: -1
**Lowest unoccupied orbital energy**: 3.12 eV

Last column: Löwdin charge in e.
Cartesian coordinates (Å):
C  -1.5939  0.8218  -0.1139  -0.127
C  -0.4692  0.8167  -1.1751  -0.468
C  -0.9250  0.6643  -2.6090  -0.062
O  0.3886  -0.2901  -0.9767  -0.313
N  -1.1019  1.5053  1.0849  0.055
C  -0.9669  0.8782  2.2743  -0.329
O  -1.4041  -0.2396  2.5396  -0.029
H  -1.7564  -0.2794  0.0357  0.101
H  -2.5372  1.3664  -0.3932  0.138
H  0.0547  1.7995  -1.1324  0.130
H  -1.1750  -0.3369  -2.9009  0.061
H  -1.7786  1.3388  -2.7986  0.081
H  -0.1131  0.9282  -3.3044  0.089
H  3.3616  -0.5230  2.6072  0.035
H  -0.6689  2.3765  0.8825  0.104
H  -0.2631  1.3317  2.9949  0.134
H  3.7103  -1.0252  3.0283  0.092
H  -2.9343  -2.7059  -0.2749  0.033
H  -2.3636  -1.6982  -1.3159  0.021
O  -3.1808  -2.1189  -1.0369  -0.090
H  3.1295  0.4566  -1.3123  0.075
H  1.5749  0.5676  -0.7258  0.034
O  2.4972  1.0889  -0.9122  -0.162
H  1.1420  -2.3886  -2.6845  0.019
H  0.8414  -0.9971  -2.2635  -0.020
O  1.0446  -1.5233  -3.1241  -0.144
H  2.5069  3.0366  1.3082  0.020
H  2.0079  2.4853  0.0059  -0.027
O  1.7750  3.1502  0.6766  -0.096
H  3.4109  0.5771  1.8151  -0.062
H  3.5831  1.1994  0.5623  0.009
O  3.9483  1.3294  1.4837  -0.137
H  1.2845  -0.8700  0.2838  -0.005
H  2.2102  -1.9594  -0.1896  0.032
O  1.9265  -1.5454  0.6462  -0.122
H  -0.9719  -2.2868  1.3119  0.051
H  -2.1914  -2.3896  1.9993  0.056
O  -1.8657  -2.6010  1.1097  -0.070
H  -4.1375  -1.1493  0.2482  -0.009
H  -3.5965  -0.2075  1.3512  -0.012
O  -4.4031  -0.5834  0.9948  -0.081

Forces on atoms 1 to 6 (eV/Å):
C -0.3486 -0.2594 -0.5013
C -0.0105 -0.6254 -0.7920
C -0.7684 1.5849 -0.6674
O 0.0256 1.4904 1.4155
N -0.5541 -1.5632 0.5031
C 1.0461 -0.6076 -0.3937


Entry 3:
Below is a 10-piece molecular cluster, C4H26O11 overall in a non-equilibrium geometry, with properties calculated with ωB97M-V with the def2-TZVPD basis set.

Computed properties:
**Relative energy (zero: lowest compared OMol25 entry of this formula, charge and spin)**: 38.4 kcal/mol
**E**: -995.5528 a.u.
**Spin multiplicity**: 1
**Orbital gap**: 7.7 eV
**Net charge**: -2
**Lowest unoccupied orbital energy**: 5.45 eV

Last column: Löwdin charge in e.
Cartesian coordinates (Å):
C  1.4418  -1.6238  0.9012  -0.234
C  -0.0679  -1.9102  1.0724  -0.185
C  -0.9594  -1.2262  0.0489  -0.512
O  -1.9418  -0.5536  0.5379  -0.321
C  1.9936  -2.3622  -0.2654  -0.360
O  2.9759  -1.6783  -0.9515  -0.184
H  2.0540  -1.8278  1.8768  0.125
H  1.4634  -0.5543  0.8458  0.059
H  -0.2345  -2.9559  1.3270  0.088
H  -0.5255  -1.3170  2.0022  0.123
H  -0.3392  -0.4439  -0.5005  0.123
H  -1.2861  -1.9214  -0.8275  0.111
H  2.3200  -3.2550  0.2709  0.106
H  1.1551  -2.4770  -0.9352  0.103
H  -3.2798  -1.5932  -1.1893  0.038
H  -3.9668  -0.4502  -1.6141  -0.082
O  -4.0496  -1.3247  -1.7709  -0.058
H  -2.7736  0.8450  -0.2574  -0.065
H  -2.5421  1.9457  -1.2920  0.088
O  -3.2361  1.4479  -0.7760  -0.078
H  2.7908  -0.6883  -1.5266  0.118
H  3.3581  1.1268  -2.3254  0.010
O  2.5324  0.7199  -2.0683  -0.331
H  -1.3665  1.1556  0.4553  -0.087
H  -2.1628  2.4400  0.5717  0.066
O  -1.2388  2.0492  0.5891  -0.080
H  1.7157  0.1714  -3.0994  0.032
H  0.0143  0.1315  -3.4350  -0.004
O  0.8862  0.3157  -3.8857  -0.280
H  -1.9409  0.3712  2.2637  0.091
H  -3.3174  1.0078  2.9230  -0.055
O  -2.4199  1.0145  2.9998  -0.119
H  1.6875  1.7255  0.8633  -0.006
H  2.2988  0.8837  -0.3236  -0.058
O  2.4259  1.3202  0.4887  -0.045
H  1.6325  -0.1250  3.8089  0.015
H  0.2242  0.1991  4.0083  0.039
O  1.1084  0.4604  4.3684  -0.086
H  1.6346  2.5252  -2.1172  -0.008
H  0.7366  3.0557  -1.1380  0.002
O  1.1990  3.3756  -1.9243  -0.099

Forces on atoms 1 to 6 (eV/Å):
C -0.9909 0.6111 3.0266
C -0.1623 1.2217 2.9692
C 2.5255 -0.7775 -3.9039
O -4.0412 1.9128 2.3911
C -0.4487 1.5917 -0.1095
O 1.6732 1.6498 -1.5764


Entry 4:
Below is a 9-piece molecular cluster, C4H26O9 overall in a non-equilibrium geometry, with properties calculated with ωB97M-V with the def2-TZVPD basis set.

Computed properties:
**Relative energy (zero: lowest compared OMol25 entry of this formula, charge and spin)**: 15.7 kcal/mol
**E**: -844.7153 a.u.
**⟨S²⟩**: 0.7545
**Spin multiplicity**: 2
**Orbital gap (alpha / beta)**: 9.2 / 2.9 eV
**Net charge**: +1
**Lowest unoccupied orbital energy (alpha / beta)**: -4.04 / -10.27 eV

Last column: Mulliken spin population.
Cartesian coordinates (Å):
O  1.6507  0.1936  -0.0414  -0.001
H  2.4466  -0.3171  0.1065  0.000
H  1.7878  0.6109  -0.8919  0.002
O  -2.7327  -5.6647  0.6531  0.000
H  -2.6043  -4.8741  1.1773  0.000
H  -3.1551  -6.2824  1.2499  0.000
O  3.2836  -1.8650  0.4678  0.000
H  3.0505  -2.4925  -0.2164  0.000
H  3.8404  -2.3606  1.0683  0.000
O  1.1518  -1.6461  -2.2994  0.000
H  1.8397  -1.0185  -2.5209  0.000
H  1.2258  -1.7588  -1.3517  0.000
O  1.3124  1.4627  2.4821  0.002
H  0.9373  1.6662  1.6253  0.000
H  2.1364  1.0177  2.2837  0.000
O  -3.3191  1.5123  1.0353  0.001
H  -2.9101  0.6474  1.0631  0.000
H  -3.9067  1.4757  0.2805  0.000
O  -2.4970  0.8513  -2.2575  0.000
H  -1.9044  0.3682  -1.6815  0.000
H  -3.1891  1.1691  -1.6777  0.000
C  -0.4823  -2.5596  1.1500  0.000
C  -0.9219  -1.2177  1.6189  0.000
O  -0.9313  -0.3036  0.5478  0.000
H  0.4091  -2.4078  0.5413  0.000
H  -1.1879  -3.0184  0.4573  0.000
H  -0.2347  -3.3011  1.9095  0.000
H  -0.4226  -0.9447  2.5486  0.000
H  -1.9484  -1.2193  1.9854  0.000
H  -0.0956  0.1408  0.3875  0.001
C  0.1486  3.3774  -0.7270  0.138
C  1.5060  3.9102  -1.3503  0.119
O  1.2774  4.1098  -2.7282  0.622
H  0.4447  2.9695  0.2394  0.009
H  -0.3143  2.5314  -1.2350  0.018
H  -0.6761  4.0898  -0.7066  0.013
H  2.1376  3.0373  -1.1855  0.089
H  2.0358  4.7496  -0.9000  0.000
H  0.8114  3.3611  -3.1076  -0.014

Forces on atoms 1 to 6 (eV/Å):
O -0.2140 1.1469 -0.4338
H 0.6826 -0.7704 0.5362
H -0.0465 -0.0641 -0.3080
O 0.1231 0.0385 -0.2232
H 0.0150 0.1941 0.1279
H -0.1329 -0.2228 0.1153


Question: The lowest net charge belongs to which entry?
Answer: C4H26O11


Question: Look up the E of the third one.
Answer: -995.5528 a.u.


Question: Which value of net charge does entry 1 give?
Answer: -1


Question: Which of these has the highest net charge?
Answer: C4H26O9